[1]
Formula: C33H32BiF3N5O7SSi
Source: the OMol25 dataset
Level of theory: ωB97M-V/def2-TZVPD

```
83
Properties=species:S:1:pos:R:3:lowdin_charge:R:1
Bi -0.33822 -0.48488 1.19397 1.90
C -0.44391 -3.13319 -2.52007 -0.04
C 0.73821 -3.27084 -1.60048 -0.32
C 1.78099 -4.13777 -1.90649 -0.06
C 2.81364 -4.27742 -0.98981 -0.08
C 2.77705 -3.57432 0.19690 -0.05
C 1.69477 -2.70742 0.44302 -0.47
N 0.71202 -2.56785 -0.46532 0.09
N 1.53256 -1.98969 1.61413 -0.20
Si 1.78605 -2.80387 3.10061 0.45
C 3.55221 -2.87425 3.75334 -0.17
C 1.11487 -4.55312 3.14933 -0.16
C -0.65187 -2.23111 4.52670 -0.06
H -1.09131 -4.00860 -2.41941 0.08
H -0.12054 -3.08054 -3.55919 0.07
H -1.02222 -2.24895 -2.25806 0.03
H 1.78003 -4.68454 -2.83993 0.10
H 3.64609 -4.93890 -1.20285 0.10
H 3.56542 -3.67351 0.93175 0.08
H 4.25219 -3.26884 3.01288 0.01
H 3.60347 -3.52506 4.63260 0.03
H 3.90478 -1.88129 4.04799 0.03
H 1.76330 -5.23832 2.59673 0.03
H 0.12407 -4.59898 2.68763 0.04
H 1.03272 -4.92562 4.17494 0.03
H -1.21259 -1.52072 5.14056 0.09
H -0.65505 -3.19513 5.03710 0.08
H -1.16370 -2.33618 3.56498 0.06
F -1.87122 4.79842 1.32416 0.06
C -1.32228 3.81760 2.06930 -0.26
C -0.84206 2.68476 1.45433 -0.06
C -0.32997 1.63362 2.20854 -0.20
C -0.25220 1.78089 3.61588 -0.13
C -0.75155 2.95710 4.17321 -0.22
F -0.72592 3.14704 5.51564 0.05
C -1.31393 3.97301 3.43768 0.06
C 0.34425 0.70979 4.43641 -0.22
C 0.60191 0.69809 5.75550 -0.02
C 1.32048 -0.43081 6.34615 -0.08
C 1.43213 -1.58879 5.69125 -0.09
C 0.79054 -1.72578 4.33389 -0.51
N 0.73778 -0.41051 3.66215 -0.09
H -0.87692 2.65589 0.37830 0.06
H -1.72936 4.84398 3.92502 0.13
H 0.31843 1.51064 6.40246 0.10
H 1.75335 -0.29864 7.33116 0.10
H 1.94238 -2.44115 6.13063 0.10
H 1.58853 -0.21832 3.13407 0.10
F 2.12621 -2.32285 -4.38539 0.08
C 2.26387 -0.99435 -4.25200 -0.17
C 1.29125 -0.25142 -3.71838 0.07
N 1.39402 1.12112 -3.61598 0.03
C 0.20949 1.90398 -3.28946 -0.03
C 0.04695 2.21098 -1.79391 -0.56
O -0.28928 3.33346 -1.48245 0.06
O 0.56318 0.13820 -0.72264 -0.45
C 2.53509 1.79076 -4.00496 -0.46
O 2.67001 2.99451 -3.94696 0.09
N 3.52787 0.96651 -4.51052 0.21
C 3.49518 -0.40745 -4.73994 -0.41
O 4.41268 -0.97802 -5.29086 0.08
H 0.36552 -0.68212 -3.34903 0.12
H -0.66605 1.38562 -3.67201 0.11
H 0.27662 2.87364 -3.76927 0.14
H 4.36290 1.44675 -4.80839 0.16
C -5.19583 4.73347 -4.60338 -0.06
C -4.51227 3.68328 -3.76374 -0.28
C -4.29752 2.40251 -4.27122 -0.05
C -3.60591 1.45418 -3.53150 -0.08
C -3.13848 1.76562 -2.26116 -0.30
C -3.39064 3.02249 -1.72487 -0.06
C -4.07526 3.96847 -2.47443 -0.04
S -1.85922 0.72229 -1.52363 0.74
O 0.87402 1.52770 -0.88628 -0.12
O -1.85882 -0.47419 -2.39831 -0.46
O -2.35130 0.44457 -0.12571 -0.57
H -4.80202 4.73559 -5.62091 0.07
H -5.05080 5.72762 -4.18028 0.07
H -6.27051 4.54190 -4.66496 0.08
H -4.64867 2.15878 -5.26879 0.11
H -3.40830 0.46506 -3.92813 0.10
H -3.04047 3.26786 -0.72864 0.10
H -4.24290 4.95752 -2.06115 0.11
```

- charge = -1
- relative energy (zero: lowest compared OMol25 entry of this formula, charge and spin) (kcal/mol) = 140.0
- highest occupied orbital energy (eV) = -5.44
- gap between HOMO and LUMO (eV) = 7.8
- E_tot (eV) = -89229.363

=====

[2]
Formula: C5H14SSi
Source: the OMol25 dataset
Level of theory: ωB97M-V/def2-TZVPD

```
21
Properties=species:S:1:pos:R:3:lowdin_charge:R:1
C 2.31281 0.11840 -0.80412 -0.17
C -1.38483 -0.26003 1.74907 -0.18
C -0.58366 2.16210 -0.04491 -0.18
C -1.26197 -0.53313 -1.39485 -0.18
C 1.35387 -0.13740 0.28225 -0.18
Si -0.48512 0.25640 0.15165 0.50
S 1.07339 -3.06249 0.10405 0.25
H 2.92128 -0.76574 -0.99706 0.08
H 3.01377 0.90331 -0.49786 0.09
H 1.81833 0.41620 -1.72524 0.07
H -1.00858 0.28422 2.60906 0.03
H -2.44897 -0.06185 1.67163 0.03
H -1.26854 -1.32044 1.95539 0.01
H -0.02072 2.67913 0.72269 0.02
H -0.19261 2.47331 -1.00904 0.02
H -1.61429 2.50028 0.01419 0.03
H -2.31418 -0.27861 -1.48588 0.03
H -0.76472 -0.19517 -2.30003 0.02
H -1.17769 -1.61481 -1.36699 0.00
H 1.79604 -0.37264 1.23856 0.05
H 0.23638 -3.19102 1.12743 -0.34
```

- charge = 0
- relative energy (zero: lowest compared OMol25 entry of this formula, charge and spin) (kcal/mol) = 50.5
- highest occupied orbital energy (spin up / spin down) (eV) = -8.33 / -8.33
- gap between HOMO and LUMO (spin up / spin down) (eV) = 6.8 / 6.8
- E_tot (eV) = -24123.377

=====

[3]
Formula: C38H67N19O2SSb
Source: the OMol25 dataset
Level of theory: ωB97M-V/def2-TZVPD

```
128
Properties=species:S:1:pos:R:3:lowdin_charge:R:1
N -2.21458 0.33811 -1.57323 0.14
C -3.21077 -0.21360 -2.15031 -0.55
N -3.58207 0.20159 -3.43613 0.12
N -4.00663 -1.27221 -1.58319 0.02
C -5.45590 -0.98496 -1.46846 -0.21
C -5.83191 -0.38331 -0.10135 -0.20
C -4.86434 0.70543 0.36051 -0.31
C -4.97584 1.97881 -0.47455 -0.42
Sb -3.89341 3.73336 0.28508 0.81
C -1.96720 2.47501 0.43126 -0.51
S -0.78386 3.24860 1.37599 0.51
O -0.10454 2.31997 2.26291 -0.41
O 0.05049 4.09404 0.54333 -0.41
H -2.12195 -0.07322 -0.64590 0.04
H -3.45156 1.20491 -3.52730 0.08
H -4.54848 -0.00940 -3.65772 0.03
H -3.87956 -2.05622 -2.21994 0.08
H -5.97765 -1.94365 -1.56336 0.10
H -5.82709 -0.33986 -2.27011 0.06
H -6.82654 0.07757 -0.19665 0.11
H -5.92448 -1.17950 0.64720 0.10
H -3.84853 0.30741 0.34068 0.06
H -5.09397 0.97907 1.40072 0.09
H -4.64791 1.84059 -1.51041 0.02
H -6.03916 2.26046 -0.49289 0.03
H -4.30789 3.31966 1.96452 -0.07
H -2.95999 5.12022 0.82040 -0.12
H -3.40691 4.11512 -1.35977 -0.10
H -5.33352 4.77164 0.09032 -0.12
H -2.13153 1.49205 0.87423 0.02
H -1.52697 2.39471 -0.56717 0.02
H -1.52132 4.07197 2.15523 0.02
C -0.65819 -1.61763 -5.66578 -0.09
C -1.33746 -2.55729 -4.78747 -0.28
N -1.88630 -3.27732 -4.07390 0.14
H -1.10120 -1.66359 -6.65961 0.08
H -0.77109 -0.61310 -5.26249 0.07
H 0.40034 -1.85829 -5.71731 0.06
C 1.24721 -1.31590 -0.87895 -0.06
C 1.34987 -1.06291 -2.30382 -0.25
N 1.42897 -0.85560 -3.43675 0.15
H 0.69680 -2.23849 -0.70551 0.08
H 2.24268 -1.41738 -0.45162 0.05
H 0.72342 -0.49539 -0.38992 0.08
C 5.30124 -1.44957 1.11272 -0.10
C 4.33798 -2.53655 1.10189 -0.28
N 3.57926 -3.41007 1.08823 0.13
H 4.87034 -0.56629 1.58060 0.06
H 6.18992 -1.75598 1.65867 0.06
H 5.58317 -1.19331 0.09496 0.07
C 2.13267 2.46872 -1.30962 -0.06
C 3.15379 1.98115 -0.39748 -0.26
N 3.96370 1.58544 0.32602 0.13
H 1.74344 1.63899 -1.89893 0.06
H 1.32006 2.93367 -0.74743 0.05
H 2.56683 3.20054 -1.98706 0.05
C 9.37242 -3.09930 -0.55409 -0.07
C 8.77268 -1.85978 -0.08192 -0.27
N 8.29965 -0.87960 0.30072 0.14
H 8.68539 -3.93039 -0.39100 0.06
H 9.58921 -3.02173 -1.61778 0.08
H 10.29846 -3.28467 -0.01296 0.08
C 5.04092 -6.93339 1.49012 -0.08
C 5.99259 -6.42417 0.52079 -0.28
N 6.75946 -6.04789 -0.25507 0.13
H 4.12542 -7.23028 0.98223 0.09
H 5.47104 -7.80007 1.98578 0.05
H 4.80299 -6.16258 2.22128 0.07
C -1.44088 5.80854 -3.43821 -0.06
C -2.76225 5.29141 -3.75421 -0.28
N -3.78691 4.79949 -3.93811 0.14
H -1.52674 6.59132 -2.68668 0.09
H -0.82881 5.00395 -3.03343 0.08
H -0.97000 6.21137 -4.33325 0.08
C 0.59709 -3.92078 3.83915 -0.07
C 0.08590 -2.96025 2.87462 -0.28
N -0.33094 -2.20082 2.11478 0.15
H 1.03887 -3.39032 4.68148 0.08
H -0.21847 -4.54360 4.20286 0.06
H 1.35699 -4.54841 3.37684 0.07
C -2.41388 -2.61241 6.50673 -0.06
C -1.98466 -4.00470 6.49110 -0.28
N -1.63133 -5.10200 6.45956 0.12
H -2.51862 -2.26863 7.53371 0.08
H -1.67854 -1.99162 5.99750 0.06
H -3.37001 -2.51594 5.99602 0.09
C -4.00149 -5.45253 -2.05062 -0.08
C -5.42550 -5.21191 -1.86825 -0.29
N -6.55544 -5.03075 -1.72771 0.12
H -3.55806 -5.75025 -1.10204 0.08
H -3.85429 -6.24681 -2.78006 0.08
H -3.50154 -4.55476 -2.41240 0.04
C 7.20432 -9.37087 -1.51710 -0.07
C 6.70298 -9.61520 -0.17352 -0.27
N 6.28409 -9.79718 0.88483 0.14
H 7.55290 -8.34122 -1.58636 0.06
H 8.02493 -10.05152 -1.73583 0.08
H 6.40580 -9.52648 -2.23998 0.09
C -1.04069 6.98426 4.73806 -0.08
C -2.12506 6.83140 3.77837 -0.28
N -2.94759 6.72257 2.97761 0.14
H -0.86709 8.03859 4.93674 0.05
H -1.29155 6.48677 5.67300 0.08
H -0.12974 6.54112 4.33798 0.08
C 3.99492 1.03475 -4.96933 -0.07
C 3.47254 2.36371 -4.68911 -0.27
N 3.06742 3.41150 -4.43076 0.13
H 3.24832 0.28916 -4.69213 0.04
H 4.22661 0.94319 -6.02898 0.08
H 4.89964 0.86792 -4.38728 0.08
C -6.55596 3.33263 -3.18047 -0.07
C -6.63044 1.98893 -3.73287 -0.26
N -6.65109 0.92421 -4.17638 0.13
H -6.57554 3.28802 -2.09341 0.05
H -5.62225 3.80459 -3.48746 0.02
H -7.40037 3.92076 -3.53711 0.08
C 1.82496 9.40202 3.25229 -0.07
C 1.55370 9.33734 4.68160 -0.29
N 1.31682 9.26541 5.81023 0.13
H 2.63557 10.10259 3.06177 0.08
H 2.10859 8.41711 2.88552 0.09
H 0.93298 9.73218 2.72286 0.09
C 1.44217 0.32184 4.60598 -0.06
C 0.90871 0.07935 5.93830 -0.28
N 0.49608 -0.12711 6.99583 0.11
H 2.21054 1.09119 4.64633 0.09
H 1.87720 -0.59750 4.21744 0.07
H 0.65298 0.66003 3.93246 0.06
```

- charge = -1
- highest occupied orbital energy (eV) = -4.41
- gap between HOMO and LUMO (eV) = 6.0
- E_tot (eV) = -90265.253

=====

Please write out number 2 again, unchanged.
Formula: C5H14SSi
Source: the OMol25 dataset
Level of theory: ωB97M-V/def2-TZVPD

```
21
Properties=species:S:1:pos:R:3:lowdin_charge:R:1
C 2.31281 0.11840 -0.80412 -0.17
C -1.38483 -0.26003 1.74907 -0.18
C -0.58366 2.16210 -0.04491 -0.18
C -1.26197 -0.53313 -1.39485 -0.18
C 1.35387 -0.13740 0.28225 -0.18
Si -0.48512 0.25640 0.15165 0.50
S 1.07339 -3.06249 0.10405 0.25
H 2.92128 -0.76574 -0.99706 0.08
H 3.01377 0.90331 -0.49786 0.09
H 1.81833 0.41620 -1.72524 0.07
H -1.00858 0.28422 2.60906 0.03
H -2.44897 -0.06185 1.67163 0.03
H -1.26854 -1.32044 1.95539 0.01
H -0.02072 2.67913 0.72269 0.02
H -0.19261 2.47331 -1.00904 0.02
H -1.61429 2.50028 0.01419 0.03
H -2.31418 -0.27861 -1.48588 0.03
H -0.76472 -0.19517 -2.30003 0.02
H -1.17769 -1.61481 -1.36699 0.00
H 1.79604 -0.37264 1.23856 0.05
H 0.23638 -3.19102 1.12743 -0.34
```

- charge = 0
- relative energy (zero: lowest compared OMol25 entry of this formula, charge and spin) (kcal/mol) = 50.5
- highest occupied orbital energy (spin up / spin down) (eV) = -8.33 / -8.33
- gap between HOMO and LUMO (spin up / spin down) (eV) = 6.8 / 6.8
- E_tot (eV) = -24123.377